[1]
{"formula": "C21H40Br2IN5O4", "method": "ωB97M-V/def2-TZVPD", "elements": ["C", "C", "C", "C", "C", "C", "C", "C", "C", "O", "O", "C", "C", "C", "N", "N", "N", "N", "C", "O", "C", "I", "C", "Br", "C", "C", "Br", "H", "H", "H", "H", "H", "H", "H", "H", "H", "H", "H", "H", "H", "H", "H", "H", "H", "H", "H", "H", "H", "H", "H", "H", "H", "H", "H", "H", "H", "C", "O", "C", "C", "C", "N", "H", "H", "H", "H", "H", "H", "H", "H", "H", "H", "H"], "positions_angstrom": [[0.915, -0.765, 1.808], [0.569, -0.824, 0.167], [0.014, 0.665, -0.362], [1.108, 1.711, 0.172], [-0.502, 0.695, -1.904], [-2.011, 0.012, -1.658], [-2.830, -0.498, -2.943], [-4.053, -1.565, -2.536], [-5.163, -0.934, -1.513], [-6.165, -1.768, -1.119], [-5.227, 0.447, -1.013], [-0.966, 2.074, -2.649], [-0.583, 3.568, -2.169], [-1.228, 4.126, -0.787], [-0.198, 4.691, 0.215], [-2.099, 3.183, -0.006], [-2.118, 5.342, -1.126], [-0.475, 2.135, -4.115], [-0.237, 0.711, -4.541], [-0.580, 0.107, -5.674], [0.448, 0.104, -3.137], [2.261, 1.419, -3.152], [0.593, -1.479, -3.414], [-0.391, -2.990, -2.453], [1.483, -2.054, -4.505], [2.412, -1.189, -5.513], [1.635, -4.069, -4.825], [2.020, -0.362, 1.958], [0.138, 0.037, 2.231], [0.710, -1.794, 2.328], [1.519, -1.158, -0.467], [-0.268, -1.658, 0.123], [-0.961, 0.830, 0.312], [0.831, 2.017, 1.285], [1.343, 2.662, -0.450], [2.156, 1.138, 0.242], [-2.011, -0.843, -0.862], [-2.648, 0.894, -1.164], [-2.204, -1.091, -3.768], [-3.386, 0.423, -3.438], [-4.597, -1.800, -3.572], [-3.556, -2.566, -2.185], [-5.678, 0.965, -1.756], [-2.140, 2.183, -2.844], [-0.975, 4.300, -3.030], [0.591, 3.790, -2.141], [-0.002, 5.698, 0.019], [-0.532, 4.532, 1.194], [-2.944, 2.983, -0.595], [-2.496, 3.634, 0.864], [-2.863, 5.072, -1.813], [-1.496, 6.103, -1.515], [-1.368, 2.366, -4.639], [3.403, -0.898, -4.914], [2.810, -1.821, -6.445], [1.982, -0.197, -5.935], [3.909, -1.936, 4.485], [2.536, -1.695, 4.751], [1.784, -2.866, 5.081], [1.941, -3.335, 6.546], [3.272, -4.032, 6.827], [1.780, -2.219, 7.489], [4.072, -2.897, 3.988], [4.482, -1.881, 5.412], [4.274, -1.140, 3.829], [0.732, -2.592, 4.927], [1.998, -3.675, 4.373], [1.146, -4.066, 6.742], [4.103, -3.331, 6.925], [3.213, -4.592, 7.768], [3.515, -4.746, 6.033], [0.848, -1.822, 7.370], [2.403, -1.467, 7.180]], "e_homo_ev": -8.9, "total_charge": 0, "molar_mass_g_mol": 713.3, "homo_lumo_gap_ev": 8.06, "total_energy_ha": -6844.2065, "lumo_ha": -0.0318}

---

[2]
{"formula": "C21H40Cl3IrN2O4Si", "method": "ωB97M-V/def2-TZVPD", "elements": ["C", "C", "H", "H", "H", "C", "C", "H", "H", "H", "H", "Ir", "Cl", "Cl", "H", "H", "C", "C", "N", "H", "C", "O", "H", "H", "H", "H", "H", "H", "C", "C", "N", "H", "C", "O", "H", "H", "H", "H", "O", "C", "C", "C", "H", "C", "H", "C", "H", "C", "C", "H", "H", "H", "Si", "Cl", "C", "C", "C", "H", "H", "H", "H", "H", "H", "H", "H", "H", "C", "O", "H", "H", "H", "H"], "positions_angstrom": [[-0.300, 3.285, 1.104], [-0.978, 2.556, 2.214], [-0.923, 4.072, 0.681], [-0.039, 2.569, 0.311], [0.641, 3.746, 1.454], [-2.129, 2.894, 2.819], [-2.923, 4.129, 2.543], [-2.555, 2.222, 3.583], [-2.548, 4.677, 1.670], [-2.954, 4.829, 3.388], [-3.968, 3.861, 2.346], [0.428, -0.925, 0.413], [2.416, -0.336, 1.491], [0.766, 0.340, -1.492], [2.898, -5.530, -1.517], [4.962, -3.998, -1.984], [2.266, -4.715, -1.890], [4.255, -3.254, -2.362], [2.954, -3.433, -1.720], [1.307, -4.700, -1.367], [2.393, -2.434, -1.065], [1.251, -2.577, -0.529], [4.589, -2.241, -2.121], [2.921, -1.469, -0.989], [2.118, -4.916, -2.958], [4.154, -3.384, -3.444], [-2.517, 1.596, -0.465], [-4.099, 0.674, 1.540], [-2.837, 0.701, -1.021], [-4.363, -0.064, 0.765], [-3.234, -0.354, -0.094], [-2.025, 0.346, -1.660], [-2.499, -1.446, 0.107], [-1.358, -1.648, -0.411], [-4.696, -0.984, 1.251], [-2.935, -2.211, 0.775], [-3.705, 0.987, -1.626], [-5.181, 0.354, 0.170], [-0.731, 0.428, 1.367], [-0.334, 1.187, 2.466], [-1.865, -0.400, 3.838], [-0.770, 0.466, 3.747], [-2.403, -0.700, 2.930], [-2.295, -0.837, 5.099], [0.757, 1.326, 2.470], [-0.072, 0.827, 4.893], [-3.181, -1.482, 5.182], [-1.610, -0.433, 6.254], [-0.480, 0.394, 6.144], [0.773, 1.507, 4.768], [-1.952, -0.758, 7.243], [0.074, 0.725, 7.022], [2.011, 2.015, -5.139], [0.862, 3.300, -3.839], [0.735, 0.956, -6.023], [3.157, 1.343, -3.833], [3.062, 2.668, -6.594], [-0.093, 0.717, -5.340], [1.179, 0.018, -6.381], [0.322, 1.485, -6.898], [2.484, 3.067, -7.429], [3.630, 1.827, -7.003], [3.800, 3.418, -6.317], [2.581, 1.078, -2.924], [3.874, 2.133, -3.552], [3.718, 0.456, -4.158], [0.037, -3.670, 1.877], [0.235, -2.248, 2.042], [-0.656, -3.826, 1.048], [-0.405, -4.006, 2.831], [1.001, -4.154, 1.662], [1.005, -2.048, 2.637]], "e_homo_ev": [-5.8, -7.7], "total_charge": 0, "de_lowest_kcal_mol": 0.5, "s_squared": 6.012, "molar_mass_g_mol": 711.2, "homo_lumo_gap_ev": [6.02, 7.27], "total_energy_ha": -3009.0063, "spin_multiplicity": 5, "lumo_ha": [0.0079, -0.0170]}

---

[3]
{"formula": "C21H40Cl4F15N3O11S", "method": "ωB97M-V/def2-TZVPD", "elements": ["N", "H", "H", "H", "H", "N", "H", "H", "H", "H", "N", "H", "H", "H", "H", "C", "F", "F", "F", "S", "O", "O", "O", "C", "C", "O", "C", "O", "C", "F", "F", "F", "H", "H", "H", "H", "H", "C", "C", "O", "C", "O", "C", "F", "F", "F", "H", "H", "H", "H", "H", "C", "C", "O", "C", "O", "C", "F", "F", "F", "H", "H", "H", "H", "H", "C", "C", "O", "C", "O", "C", "F", "F", "F", "H", "H", "H", "H", "H", "Cl", "C", "C", "Cl", "H", "H", "H", "H", "Cl", "C", "C", "Cl", "H", "H", "H", "H"], "positions_angstrom": [[7.799, 0.087, 16.747], [8.360, -0.595, 16.256], [7.407, -0.299, 17.594], [7.124, 0.521, 16.133], [8.404, 0.851, 17.012], [10.896, 1.066, 14.468], [11.734, 1.123, 13.908], [10.585, 0.105, 14.457], [10.141, 1.640, 14.121], [11.105, 1.157, 15.452], [10.157, 3.131, 18.176], [9.478, 2.977, 18.907], [9.805, 3.684, 17.407], [10.373, 2.206, 17.831], [11.096, 3.330, 18.489], [6.765, 4.600, 14.166], [7.616, 5.411, 13.497], [5.865, 5.269, 14.897], [6.045, 3.916, 13.288], [7.844, 3.393, 15.270], [7.012, 2.553, 16.068], [8.687, 2.602, 14.330], [8.775, 4.155, 16.161], [3.896, 1.856, 14.826], [2.381, 1.972, 14.604], [1.688, 1.922, 15.861], [1.357, 3.040, 16.605], [1.903, 4.185, 16.430], [0.350, 2.832, 17.694], [-0.715, 3.585, 17.509], [-0.155, 1.605, 17.523], [0.914, 2.961, 18.933], [4.127, 0.979, 15.431], [4.382, 2.700, 15.315], [4.351, 1.882, 13.836], [2.118, 1.175, 13.908], [2.221, 2.895, 14.047], [3.942, 4.614, 9.507], [3.845, 3.451, 10.512], [3.061, 2.417, 10.023], [1.749, 2.159, 10.485], [1.340, 2.744, 11.515], [1.176, 0.925, 9.859], [-0.195, 1.037, 9.671], [1.763, 0.699, 8.697], [1.493, -0.183, 10.699], [4.564, 4.371, 8.645], [4.453, 5.395, 10.070], [2.941, 4.977, 9.273], [3.376, 3.890, 11.393], [4.813, 3.040, 10.798], [7.675, 4.055, 10.208], [9.072, 4.194, 11.027], [10.105, 3.766, 10.148], [10.817, 2.706, 10.537], [10.807, 2.169, 11.659], [11.611, 2.050, 9.344], [10.911, 0.972, 8.995], [11.624, 2.900, 8.282], [12.809, 1.621, 9.744], [6.891, 4.327, 10.914], [7.316, 3.072, 9.900], [7.501, 4.606, 9.284], [9.009, 3.735, 12.014], [9.171, 5.245, 11.299], [3.633, 1.987, 20.523], [5.079, 1.965, 20.007], [5.493, 3.281, 19.837], [6.707, 3.563, 19.322], [7.544, 2.687, 18.977], [7.039, 5.069, 19.328], [6.832, 5.442, 18.096], [6.212, 5.809, 20.016], [8.300, 5.225, 19.689], [2.961, 2.601, 19.924], [3.535, 2.484, 21.489], [3.187, 0.993, 20.496], [5.045, 1.367, 19.097], [5.652, 1.602, 20.860], [13.476, 6.332, 16.815], [12.580, 7.252, 15.499], [11.640, 6.313, 14.708], [10.431, 7.109, 13.715], [13.193, 7.818, 14.797], [11.871, 7.960, 15.930], [11.231, 5.512, 15.324], [12.227, 5.724, 14.003], [3.822, 6.603, 18.761], [3.913, 6.992, 16.979], [2.569, 7.644, 16.640], [2.603, 8.049, 14.905], [4.230, 6.196, 16.304], [4.823, 7.592, 16.981], [2.550, 8.557, 17.235], [1.728, 7.039, 16.979]], "e_homo_ev": [-16.5, -16.5], "total_charge": 3, "s_squared": 0.757, "molar_mass_g_mol": 969.4, "homo_lumo_gap_ev": [7.39, 2.60], "total_energy_ha": -5551.8989, "spin_multiplicity": 2, "lumo_ha": [-0.3350, -0.5109]}